Record 1
Formula: C6H10Br6Cl8
Source: the Open Molecules 2025 dataset
Level of theory: the ωB97M-V functional and the def2-TZVPD basis

**F_max**: 0.031 hartree/bohr
**Multiplicity**: 1
**Charge**: 0
**E_LUMO**: -0.42 eV
**Frontier orbital gap**: 9.75 eV

Structure (XYZ):
```
30
Properties=species:S:1:pos:R:3:nbo_charge:R:1
C 5.25227 11.71400 6.03572 -0.462
Br 6.38490 13.28038 6.36884 0.073
Br 3.46890 12.15204 6.68702 0.110
Br 6.13454 10.23186 7.02274 0.056
H 5.30489 11.55818 4.95820 0.231
C 6.41840 16.20066 9.69434 -0.440
Br 4.82964 16.25036 8.46758 0.069
Br 7.55635 17.78090 9.45106 0.101
Br 7.56346 14.54280 9.44800 0.043
H 6.01354 16.16624 10.70578 0.219
C 7.36896 14.78002 13.28866 -0.366
Cl 7.07291 16.56889 13.13796 -0.056
Cl 8.15404 14.39810 14.87458 -0.043
H 6.37249 14.33844 13.27640 0.230
H 8.00273 14.44568 12.46728 0.236
C 9.58542 11.40408 12.10396 -0.375
Cl 10.40670 12.90360 11.53120 -0.045
Cl 8.42878 10.84858 10.86724 -0.029
H 10.39139 10.68800 12.26446 0.231
H 9.06665 11.65426 13.02936 0.229
C 5.09694 11.82344 10.26282 -0.381
Cl 3.49101 10.99136 10.10700 -0.054
Cl 4.82312 13.43310 10.94668 -0.041
H 5.73605 11.24988 10.93414 0.237
H 5.58428 11.92820 9.29348 0.227
C 4.99630 7.61092 11.25852 -0.379
Cl 5.95754 8.78520 12.27058 -0.060
Cl 5.28545 5.92696 11.67596 -0.012
H 3.95745 7.80444 11.52578 0.226
H 5.14079 7.73996 10.18586 0.227
```

Record 2
Formula: C5H24O7
Source: the Open Molecules 2025 dataset
Level of theory: the ωB97M-V functional and the def2-TZVPD basis

**F_max**: 0.128 hartree/bohr
**Multiplicity**: 1
**Charge**: 0
**E_LUMO**: -0.34 eV
**Frontier orbital gap**: 8.46 eV

Structure (XYZ):
```
36
Properties=species:S:1:pos:R:3:nbo_charge:R:1
C 0.37983 -19.91646 -4.73170 -0.292
O -0.58952 -18.99597 -4.28297 -0.771
H 1.39472 -19.57455 -4.52873 0.210
H 0.32563 -20.89698 -4.25866 0.180
H 0.37962 -19.92441 -5.82167 0.205
H -0.67157 -18.98411 -3.32655 0.497
C -0.10793 -22.64164 -6.05265 -0.266
O -0.99638 -23.18896 -5.05739 -0.738
H -0.30955 -22.95491 -7.07701 0.187
H -0.29670 -21.57662 -5.91780 0.169
H 0.94398 -22.78113 -5.80339 0.140
H -0.75953 -22.80146 -4.21161 0.450
C -0.63516 -22.20711 -2.66356 -0.311
O 0.30664 -22.74536 -3.54521 -0.704
H -0.24410 -22.21966 -1.64620 0.181
H -0.91003 -21.18995 -2.94272 0.178
H -1.59017 -22.73239 -2.67479 0.222
H 1.16816 -22.40786 -3.28932 0.489
C 1.08950 -15.64111 -5.16560 -0.632
C 0.48424 -16.89095 -4.61748 -0.060
O -0.88679 -16.88029 -4.42860 -0.753
H 2.10190 -15.75678 -5.55259 0.210
H 1.13156 -14.82423 -4.44517 0.206
H 0.61923 -15.28779 -6.08326 0.217
H 0.82977 -17.18964 -3.62778 0.131
H 0.56037 -17.77998 -5.24351 0.161
H -1.11948 -17.77641 -4.17475 0.465
O 2.94834 -19.42835 -5.15796 -0.937
H 3.05553 -19.34806 -4.21016 0.469
H 3.82951 -19.61022 -5.48457 0.481
O -2.40415 -19.88732 -5.61118 -0.971
H -1.99228 -20.17335 -6.42653 0.454
H -1.70027 -19.45879 -5.12421 0.465
O -0.59295 -19.18909 -1.91360 -0.931
H -1.52164 -19.39806 -2.01403 0.490
H -0.36544 -19.51867 -1.04421 0.506
```

Record 3
Formula: C14H15NO2S
Source: the Open Molecules 2025 dataset
Level of theory: the ωB97M-V functional and the def2-TZVPD basis

**F_max**: 0.015 hartree/bohr
**Multiplicity**: 1
**Charge**: 0
**E_LUMO**: 0.76 eV
**Frontier orbital gap**: 8.71 eV
**SMILES string**: Cc1ccc(CNc2cc(C(=O)O)ccc2C)s1

Structure (XYZ):
```
33
Properties=species:S:1:pos:R:3:nbo_charge:R:1
C -3.85578 -2.43157 -1.14876 -0.637
C -3.25714 -1.21524 -0.53812 -0.180
C -3.45657 0.08729 -0.87057 -0.268
C -2.72409 0.98818 -0.06530 -0.250
C -1.96980 0.36810 0.88180 -0.222
C -1.03952 1.00181 1.87340 -0.250
N 0.09306 1.65521 1.24867 -0.608
C 1.08531 0.95449 0.59222 0.244
C 1.28431 -0.40830 0.79002 -0.241
C 2.33351 -1.07832 0.16912 -0.169
C 2.47848 -2.52198 0.42766 0.780
O 1.75278 -3.17639 1.13755 -0.600
O 3.52393 -3.08147 -0.21029 -0.687
C 3.20496 -0.39050 -0.66826 -0.193
C 3.01146 0.96428 -0.86341 -0.200
C 1.97538 1.65079 -0.25203 -0.054
C 1.80841 3.12384 -0.48535 -0.639
S -2.14590 -1.35387 0.78554 0.436
H -3.07770 -3.09939 -1.51749 0.225
H -4.44461 -2.98087 -0.41419 0.223
H -4.50198 -2.15201 -1.97767 0.224
H -4.11038 0.39975 -1.66582 0.219
H -2.76804 2.05727 -0.18401 0.213
H -1.57453 1.76901 2.44336 0.220
H -0.67580 0.25164 2.57832 0.212
H -0.14608 2.53065 0.80865 0.380
H 0.63423 -0.98812 1.42441 0.230
H 3.56186 -4.02585 0.00562 0.499
H 4.01477 -0.91029 -1.15301 0.228
H 3.68541 1.50709 -1.51095 0.209
H 0.85446 3.33800 -0.97115 0.212
H 2.60219 3.49671 -1.12720 0.225
H 1.84339 3.67007 0.45726 0.221
```

Record 4
Formula: C7H15NOS
Source: the Open Molecules 2025 dataset
Level of theory: the ωB97M-V functional and the def2-TZVPD basis

**F_max**: 0.038 hartree/bohr
**Multiplicity**: 1
**Charge**: 0
**E_LUMO (alpha / beta)**: -0.40 / -0.40 eV
**Frontier orbital gap (alpha / beta)**: 8.35 / 8.35 eV
**SMILES string**: CC1(C)CCO1.C=S(C)#N

Structure (XYZ):
```
25
Properties=species:S:1:pos:R:3:nbo_charge:R:1
C -1.08894 -1.26936 -0.25679 -0.625
C -0.73223 -0.60082 -1.57673 0.272
C 0.77063 -0.43579 -1.73078 -0.636
C -1.55001 0.66231 -1.90139 -0.452
C -2.07780 -0.14518 -3.08692 -0.057
O -1.31325 -1.28859 -2.70898 -0.542
H -0.80843 -0.61467 0.56470 0.207
H -0.56389 -2.21698 -0.16200 0.210
H -2.15844 -1.46174 -0.21518 0.213
H 1.00194 -0.04650 -2.71945 0.213
H 1.26545 -1.39688 -1.61677 0.206
H 1.12897 0.26379 -0.97607 0.229
H -0.95440 1.53542 -2.15283 0.214
H -2.29227 0.92823 -1.15422 0.208
H -3.14891 -0.36072 -3.07938 0.168
H -1.78950 0.22599 -4.07474 0.168
C 2.54729 -0.21575 2.14196 -0.904
S 1.31388 0.89310 2.22488 1.402
C 1.06978 1.24869 4.04389 -0.808
N 0.92554 1.84833 1.20003 -0.899
H 2.77973 -0.59060 1.16298 0.244
H 2.59880 -0.88171 2.97971 0.224
H 0.51631 0.41694 4.46402 0.240
H 2.04874 1.32984 4.49735 0.249
H 0.51102 2.17263 4.13273 0.255
```

Record 5
Formula: C4H4N2S
Source: the Open Molecules 2025 dataset
Level of theory: the ωB97M-V functional and the def2-TZVPD basis

**F_max**: 0.055 hartree/bohr
**Multiplicity**: 1
**Charge**: 0
**E_LUMO**: 1.00 eV
**Frontier orbital gap**: 10.10 eV
**SMILES string**: c1ccsc1.N#N

Structure (XYZ):
```
11
Properties=species:S:1:pos:R:3:nbo_charge:R:1
C 0.15504 -1.44019 -0.32473 -0.257
C 0.17726 -0.01262 -0.15878 -0.269
C -1.02355 0.46143 0.22165 -0.351
S -2.21047 -0.89715 0.35556 0.363
C -1.03497 -2.03110 -0.18941 -0.410
H 1.11851 -1.82728 -0.50069 0.219
H 1.00031 0.71235 -0.19259 0.230
H -1.45907 1.43329 0.15932 0.230
H -1.13458 -3.10002 0.03362 0.243
N 2.70494 3.57298 0.23735 0.013
N 1.70657 3.12830 0.35870 -0.011
```

Record 6
Formula: C16H26N2O5
Source: the Open Molecules 2025 dataset
Level of theory: the ωB97M-V functional and the def2-TZVPD basis

**F_max**: 0.069 hartree/bohr
**Multiplicity**: 1
**Charge**: 0
**E_LUMO**: 0.49 eV
**Frontier orbital gap**: 8.43 eV
**SMILES string**: COC(=O)CCC[C@H](O)[C@H](O)/C=C/c1nc(C)n(C)c1[C@@H](C)O

Structure (XYZ):
```
49
Properties=species:S:1:pos:R:3:nbo_charge:R:1
C -4.29001 0.07581 5.90363 -0.259
O -3.52569 -0.17602 4.69554 -0.532
C -2.33203 -0.86786 4.76415 0.809
O -1.88146 -1.34483 5.76066 -0.593
C -1.57174 -1.11381 3.43153 -0.503
C -0.11115 -1.56815 3.63654 -0.391
C 0.66539 -1.70928 2.29112 -0.427
C 0.15158 -2.79935 1.36301 0.087
O 0.36975 -4.05039 2.01726 -0.733
C 0.96163 -2.85901 0.05164 0.045
O 2.34570 -3.20831 0.25632 -0.744
C 1.01155 -1.49536 -0.63346 -0.200
C -0.00561 -1.01722 -1.44106 -0.218
C -0.05348 0.31877 -2.06962 0.067
N 0.80062 1.36254 -1.78476 -0.479
C 0.39137 2.40592 -2.45475 0.377
C 1.12345 3.74638 -2.42822 -0.656
N -0.75084 2.12304 -3.15472 -0.351
C -1.47876 3.04832 -4.02196 -0.408
C -1.05184 0.75736 -2.92703 0.076
C -2.20857 -0.05919 -3.39834 0.071
C -3.48433 0.14368 -2.54639 -0.621
O -2.54663 0.25940 -4.74426 -0.727
H -3.69572 0.34179 6.77018 0.199
H -4.99538 0.87818 5.67813 0.196
H -4.84815 -0.85058 6.14398 0.187
H -1.63010 -0.16824 2.87089 0.221
H -2.14708 -1.87071 2.87372 0.226
H 0.43873 -0.82410 4.23405 0.211
H -0.13262 -2.50648 4.20739 0.230
H 0.67103 -0.73383 1.76879 0.213
H 1.70008 -1.95649 2.55882 0.218
H -0.92965 -2.66833 1.17182 0.190
H 1.30697 -4.26446 2.02143 0.481
H 0.45339 -3.64665 -0.56591 0.181
H 2.81216 -3.24439 -0.60249 0.484
H 1.83203 -0.82209 -0.42744 0.226
H -0.85837 -1.65851 -1.64552 0.195
H 1.32876 4.08217 -3.46065 0.219
H 0.49749 4.51236 -1.95309 0.221
H 2.05925 3.63949 -1.84970 0.253
H -1.07454 2.94433 -5.03110 0.200
H -2.57277 2.90470 -4.04373 0.231
H -1.31806 4.09017 -3.68477 0.213
H -1.84858 -1.08976 -3.43264 0.188
H -4.30793 -0.49896 -2.89951 0.222
H -3.88020 1.17235 -2.60971 0.213
H -3.25303 -0.08614 -1.49217 0.219
H -1.74454 0.33441 -5.28892 0.470
```

Question: The lowest F_max belongs to which entry?
Answer: C14H15NO2S